Here is 14 unconnected molecules or ions with the total composition C72H74N10O24 in a non-equilibrium geometry from the Open Molecules 2025 dataset. Energies are from wB97M-V/def2-TZVPD.

```
180
Properties=species:S:1:pos:R:3:forces:R:3
C 2.467254 4.465165 -7.317006 -0.877 -1.081 -0.157
C 3.188877 3.897287 -6.256056 -1.010 0.202 -0.753
C 2.774112 4.184369 -4.979312 1.215 0.858 1.135
C 1.865743 5.214040 -4.742134 -0.058 -1.301 -0.927
C 1.193247 5.788799 -5.786387 -0.172 0.929 -0.242
C 1.410799 5.338138 -7.090960 0.992 0.748 0.730
N 1.511424 5.535043 -3.373061 0.262 0.021 0.492
O 1.221052 6.675885 -3.104753 -0.257 0.421 -0.177
O 1.553678 4.627453 -2.565451 0.111 -0.126 0.082
H 2.565605 4.014250 -8.298424 0.432 0.456 -0.159
H 3.972932 3.191419 -6.487372 0.048 -0.054 0.247
H 3.328323 3.826800 -4.119704 -0.227 -0.387 -0.029
H 0.583929 6.662842 -5.585094 -0.345 -0.265 -0.022
H 0.881103 5.841100 -7.887188 -0.054 -0.297 -0.187
C 0.039762 -3.129312 2.867375 -0.681 0.043 -0.524
C -1.234708 -3.209766 2.274731 0.534 -0.407 0.921
C -1.887768 -4.437765 2.303993 -0.507 -0.612 0.008
C -1.310064 -5.520918 2.951377 -0.055 0.649 0.013
C -0.078677 -5.419570 3.565373 0.843 -0.886 -0.594
C 0.648487 -4.256266 3.409187 -0.280 0.854 0.218
N -2.055039 -6.801416 3.028698 0.719 0.377 0.442
O -1.704247 -7.556156 3.910696 0.008 -0.312 0.205
O -2.932069 -7.014967 2.236349 -0.455 0.086 -0.474
H 0.548927 -2.176758 2.929404 0.086 0.011 -0.271
H -1.733195 -2.326563 1.900930 0.004 -0.001 -0.156
H -2.875849 -4.642271 1.902510 0.007 0.541 -0.231
H 0.391569 -6.295079 3.994267 -0.202 0.014 0.167
H 1.671636 -4.145382 3.745359 -0.037 -0.280 0.259
C 2.329197 -3.079664 0.046590 0.934 0.659 -0.078
C 1.358015 -3.763296 -0.636957 -1.169 -0.589 0.445
C 1.198169 -5.128317 -0.420495 -0.075 -0.961 0.946
C 2.156063 -5.814846 0.314416 1.127 1.371 0.116
C 3.210354 -5.119026 0.918900 -0.780 -0.117 1.220
C 3.271498 -3.743591 0.830864 -0.413 -0.134 -0.490
N 2.185240 -7.273124 0.421046 -0.453 -0.310 -1.195
O 3.252853 -7.800524 0.645816 0.183 0.081 0.596
O 1.182725 -7.876325 0.093760 -0.324 0.065 0.403
H 2.337525 -1.998684 0.022184 0.050 -0.073 -0.232
H 0.565348 -3.257924 -1.173859 0.170 0.216 -0.049
H 0.260405 -5.664258 -0.526430 0.101 0.070 -1.056
H 3.703803 -5.572923 1.771839 0.675 -0.447 -0.671
H 4.026972 -3.203892 1.384118 -0.113 0.096 0.108
C -2.313676 -1.767679 -1.579608 0.842 -0.535 0.344
C -2.359315 -3.102691 -1.119124 -0.539 0.639 -0.589
C -3.228889 -3.967001 -1.739083 -0.260 -0.853 -0.189
C -3.913583 -3.588115 -2.895092 0.610 -0.653 0.792
C -3.659332 -2.383421 -3.472235 -0.108 0.553 -0.482
C -2.859605 -1.446014 -2.801055 -1.424 -0.246 -0.624
N -4.706388 -4.607003 -3.603090 0.504 -0.698 -1.117
O -4.982481 -5.642270 -3.032835 -0.171 0.390 0.457
O -4.917977 -4.431614 -4.798183 -0.171 0.447 0.596
H -1.813114 -1.012435 -0.990285 0.268 -0.002 -0.170
H -1.747959 -3.506727 -0.326421 -0.140 0.442 0.348
H -3.364569 -4.973390 -1.364537 0.011 0.016 -0.010
H -4.109354 -2.192620 -4.438986 0.083 0.254 0.075
H -2.848759 -0.479680 -3.285570 0.518 0.239 0.471
C 1.881470 2.831948 2.927578 -0.857 -0.773 -0.519
C 1.991647 3.399070 1.668210 0.286 -0.179 0.706
C 1.049122 4.308405 1.218887 0.872 0.281 -0.853
C -0.032186 4.602632 2.009483 0.006 -0.697 0.538
C -0.280143 3.846664 3.166740 0.098 1.456 0.227
C 0.696960 3.003656 3.650581 0.408 -0.245 -0.167
N -0.991532 5.649571 1.618027 -1.111 -1.253 -0.302
O -1.788789 5.986580 2.468182 0.225 0.550 0.265
O -1.068517 5.965116 0.446469 0.609 0.286 0.052
H 2.597794 2.062320 3.187262 0.082 0.200 0.398
H 2.839815 3.084801 1.075019 -0.023 0.381 -0.254
H 1.253376 4.769445 0.259306 -0.487 0.221 0.043
H -1.148082 4.081671 3.767541 -0.142 -0.206 -0.147
H 0.521737 2.456894 4.567309 0.007 0.002 0.011
C 1.777300 1.288546 -0.845404 0.645 -0.038 -1.115
C 0.626989 1.843060 -1.397998 0.310 0.990 0.390
C -0.576025 1.682274 -0.762373 -0.729 -1.366 0.547
C -0.570601 0.927050 0.420459 0.300 0.385 0.303
C 0.568854 0.352510 0.945003 0.357 -1.177 -0.498
C 1.751189 0.400223 0.203197 -0.629 0.983 0.795
N -1.818249 0.767030 1.186402 0.190 0.579 -0.844
O -2.823289 0.759770 0.493433 -0.372 -0.233 0.542
O -1.775459 0.705599 2.396090 -0.103 -0.308 -0.157
H 2.729324 1.560371 -1.286754 -0.116 -0.179 0.021
H 0.685995 2.573316 -2.196385 0.083 -0.395 -0.197
H -1.521039 1.984691 -1.194387 0.071 0.441 0.153
H 0.558167 -0.270672 1.827944 -0.316 0.278 0.183
H 2.652210 -0.073871 0.563277 0.040 0.116 0.067
C 7.349950 -1.997359 3.178169 -0.158 0.398 0.269
C 6.618185 -2.269629 2.012837 0.869 -0.084 0.299
C 6.168643 -1.236161 1.209083 0.628 0.285 0.144
C 6.505487 0.071120 1.580648 -0.178 -0.870 0.408
C 7.186787 0.348576 2.755546 -0.144 0.672 -0.680
C 7.603949 -0.686632 3.562121 -0.230 -0.136 -0.083
N 5.994592 1.180416 0.788208 -0.748 0.095 0.017
O 4.919664 0.979456 0.246112 -0.052 -0.048 -0.410
O 6.582429 2.233295 0.758953 0.450 0.062 0.105
H 7.737694 -2.737668 3.865893 -0.174 -0.477 -0.400
H 6.525604 -3.285712 1.652816 -0.242 -0.073 0.186
H 5.688026 -1.486122 0.274333 -0.218 0.319 0.005
H 7.370989 1.388044 2.993618 0.049 -0.042 0.101
H 8.099176 -0.454802 4.494759 0.109 -0.135 -0.026
C 4.682288 -2.974085 7.111024 0.097 -0.014 -0.502
C 3.565454 -2.443835 7.756355 1.268 -0.760 -0.154
C 2.606448 -1.774456 7.021285 -0.191 0.105 0.609
C 2.831849 -1.565848 5.673446 -0.196 -0.556 0.129
C 3.933866 -2.102981 5.015076 0.022 0.350 -0.350
C 4.848557 -2.841502 5.735597 -0.337 -0.270 0.534
N 1.854964 -0.771678 4.907845 0.717 1.203 0.669
O 2.178353 -0.492518 3.778219 0.046 -0.272 -1.269
O 0.899342 -0.275277 5.462583 -0.215 -0.655 0.351
H 5.463964 -3.514475 7.629910 -0.252 -0.020 0.345
H 3.550271 -2.646532 8.818334 -0.665 0.370 0.065
H 1.721919 -1.416987 7.530454 -0.079 0.186 -0.306
H 4.124600 -1.901331 3.968944 -0.332 -0.056 -0.036
H 5.643083 -3.394408 5.254279 0.158 0.350 -0.149
C -1.264110 2.276551 -9.517971 -1.238 0.640 0.566
C -1.197237 3.465068 -8.786639 0.009 -0.937 0.338
C -1.259314 3.407939 -7.392593 1.068 0.797 -0.265
C -1.307841 2.189409 -6.737981 -1.027 1.319 -0.984
C -1.590854 1.060514 -7.471919 -0.057 -1.193 0.670
C -1.592319 1.086989 -8.851097 0.908 0.591 -0.758
N -1.264598 2.178763 -5.281582 1.039 -1.423 0.828
O -0.502674 2.953204 -4.720207 -0.720 0.186 -0.431
O -1.845508 1.264004 -4.709200 -0.120 0.688 -0.307
H -1.303313 2.395222 -10.592615 0.269 -0.512 -0.082
H -1.099753 4.399691 -9.319506 0.017 0.131 0.186
H -1.127651 4.331230 -6.843658 -0.131 -0.126 0.207
H -1.800155 0.150409 -6.921765 0.066 -0.063 -0.157
H -1.736540 0.196507 -9.445670 -0.163 -0.147 0.230
C -2.388380 -2.778818 7.151263 -0.426 -0.269 -0.213
C -1.859634 -2.213153 6.002083 -0.211 0.658 0.128
C -2.184759 -0.893419 5.649738 0.717 -0.036 0.073
C -2.960689 -0.138936 6.513057 0.859 -1.617 0.228
C -3.402690 -0.718793 7.701755 -2.055 0.843 0.129
C -3.251565 -2.054270 7.986041 1.051 -0.545 -1.143
N -3.278574 1.237256 6.208094 -0.021 1.925 0.073
O -3.979395 1.844930 7.001974 -0.116 -0.475 0.089
O -2.805155 1.785185 5.222244 0.065 -0.997 0.118
H -2.207720 -3.831602 7.332314 0.026 0.015 0.121
H -1.206232 -2.796326 5.367786 -0.020 0.024 -0.085
H -1.728413 -0.429505 4.784673 -0.270 -0.031 -0.148
H -4.108632 -0.141695 8.289901 0.257 0.101 0.093
H -3.831619 -2.601953 8.712989 0.171 0.417 0.482
C -7.193944 -3.526126 -0.047159 -0.206 0.438 -0.305
C -5.878444 -2.995635 0.432842 1.042 0.162 -0.956
O -4.984919 -3.726698 0.803493 -0.347 -0.258 0.470
C -5.571188 -1.535363 0.199167 -0.402 0.545 1.107
H -7.380266 -4.521948 0.340641 -0.050 -0.063 -0.231
H -7.094737 -3.492026 -1.139987 0.109 -0.573 -0.020
H -8.045912 -2.856463 0.080072 0.096 0.008 0.579
H -4.836990 -1.211001 0.938872 0.033 -0.088 -0.002
H -6.479952 -0.956544 0.384083 0.095 0.199 -0.343
H -5.132008 -1.280711 -0.765239 -0.259 -0.376 -0.233
C -3.939065 3.989440 1.193444 -0.051 -0.712 0.635
C -5.404413 3.792748 0.851638 0.214 0.392 -1.259
O -6.226502 4.638349 1.105367 -0.176 -0.044 0.516
C -5.691555 2.660130 -0.096370 -0.196 -0.513 -0.096
H -3.316007 3.112989 1.017540 -0.305 -0.264 -0.070
H -3.924003 4.177141 2.267286 0.360 0.526 -0.092
H -3.483155 4.764820 0.578674 -0.331 0.394 0.260
H -5.436384 1.676776 0.302496 0.557 0.133 0.003
H -5.044563 2.921133 -0.941005 0.046 -0.491 -0.110
H -6.719338 2.550605 -0.442509 -0.102 0.598 0.167
C 6.394010 -0.112776 -3.155552 0.226 -1.049 -0.388
C 5.017825 -0.282087 -3.750490 -1.137 0.606 0.479
O 4.548608 -1.327042 -4.135170 0.794 -0.207 -0.055
C 4.113043 0.931108 -3.693669 0.746 0.385 -1.021
H 6.803634 0.889284 -3.230239 -0.094 0.064 -0.030
H 7.029946 -0.846990 -3.655527 0.209 0.198 0.056
H 6.362734 -0.422031 -2.108438 -0.120 0.166 0.064
H 3.911254 1.141172 -2.644277 -0.304 0.035 -0.223
H 3.268124 0.774705 -4.360726 -0.461 -0.232 0.645
H 4.606376 1.806554 -4.131508 0.298 0.004 0.356
C -4.374528 3.883442 -4.069198 -0.744 -0.723 -0.059
C -3.311195 4.561797 -3.248478 1.643 0.178 0.314
O -3.035516 4.222530 -2.122314 -0.568 -0.443 0.140
C -2.528927 5.670905 -3.895206 -0.776 0.319 -1.655
H -4.552117 2.870517 -3.702564 -0.127 0.249 0.524
H -4.254976 3.698519 -5.139656 0.656 0.726 -0.041
H -5.283710 4.482381 -3.968604 -0.104 -0.143 0.062
H -1.797633 6.265336 -3.358542 -0.149 -0.408 0.665
H -3.272504 6.343582 -4.343762 0.149 0.159 0.043
H -2.039978 5.230236 -4.773540 0.107 -0.006 0.078
```
Forces are in eV/Å.

Output
Total energy = -5140.3383 Ha
Highest occupied orbital energy = -8.700 eV